DFT (the ωB97M-V functional and the def2-TZVPD basis) results for C6H13Cl10HgO as an isolated structure.

The value obtained for the HOMO-LUMO gap is 6.123 eV. The highest occupied orbital energy is -13.29 eV. The total energy is -5066.6017 Eh.

ORCA input file:
```
! wB97M-V def2-TZVPD RIJCOSX def2/J DEFGRID3
* xyz 1 1
Hg -0.66794 1.89327 2.30761
C -0.69711 -0.54432 0.26936
O -0.92470 -0.05853 1.56789
H -1.03639 0.21806 -0.43887
H 0.32779 -0.85519 0.04192
H -1.31404 -1.43660 0.11132
C -2.64781 1.88271 -2.99756
Cl -1.50598 3.02588 -3.69432
Cl -4.30906 2.14022 -3.45077
H -2.26077 0.86862 -3.11269
H -2.57267 1.88972 -1.90615
C 1.62719 1.52255 -2.64799
Cl 2.34048 2.97864 -1.97390
Cl 2.52125 0.06689 -2.15052
H 0.62278 1.45027 -2.24471
H 1.55040 1.51233 -3.72925
C 2.96565 0.43629 1.50914
Cl 4.28538 0.35284 2.64504
Cl 1.97747 1.94810 1.70757
H 3.39222 0.49763 0.51481
H 2.28549 -0.39859 1.62826
C -3.10456 -0.30330 3.99792
Cl -4.64318 0.46763 3.60112
Cl -1.91641 0.86501 4.61284
H -3.25172 -1.11207 4.70520
H -2.72395 -0.71924 3.07150
C 1.81272 -3.63734 -0.84886
Cl 2.65610 -5.00192 -1.57578
Cl 2.58868 -3.15768 0.67887
H 1.81617 -2.79190 -1.52715
H 0.80654 -4.00000 -0.67187
*
```


DFT (the ωB97M-V functional and the def2-TZVPD basis) results for a 6-piece molecular cluster, C6H13Cl10NO2 overall.

The value obtained for the HOMO-LUMO gap is 11.070 eV. As for the SMILES: C[N+](=O)[O-].ClCCl.ClCCl.ClCCl.ClCCl.ClCCl. The highest occupied orbital energy is -10.63 eV. The total energy is -5043.4381 Eh.

ORCA input file:
```
! wB97M-V def2-TZVPD RIJCOSX def2/J DEFGRID3
* xyz 0 1
C 1.85331 -1.09012 2.63919
N 3.17594 -0.73394 3.26668
O 3.26209 -0.97029 4.44704
O 3.89202 -0.06235 2.55504
H 1.98447 -2.12767 2.33197
H 1.73492 -0.52328 1.71573
H 1.05931 -0.91259 3.36455
Cl -0.73124 1.85259 -1.31677
C -0.72396 0.25185 -0.59861
Cl -1.14724 0.37666 1.11352
H -1.36200 -0.43627 -1.15314
H 0.30740 -0.09987 -0.57275
Cl -2.35171 -0.49274 -3.97600
C -3.69173 -0.87765 -4.99930
Cl -4.18085 -2.54641 -4.86705
H -4.52190 -0.27672 -4.62804
H -3.34859 -0.74771 -6.02569
Cl 3.19581 0.21560 -0.38984
C 4.92767 -0.01421 -0.50015
Cl 5.25851 -1.71746 -0.05993
H 5.28999 0.19172 -1.50734
H 5.41167 0.65706 0.20926
Cl 1.91149 3.23504 0.91752
C 0.86146 3.16993 2.35761
Cl 1.54608 2.07358 3.56048
H 0.82176 4.12744 2.87693
H -0.17228 2.89356 2.14997
Cl -4.75926 0.47924 -1.07168
C -5.00544 -1.16914 -0.54737
Cl -3.37874 -1.84033 -0.12470
H -5.76075 -1.14391 0.23810
H -5.35821 -1.74161 -1.40523
*
```


DFT (the ωB97M-V functional and the def2-TZVPD basis) results for an isolated ion of composition C6H13IN and charge +1.

The value obtained for the HOMO-LUMO gap is 9.841 eV. As for the SMILES: CC1(C)CC[N@@H+]1CI. The highest occupied orbital energy is -13.55 eV. The total energy is -588.5514 Eh.

ORCA input file:
```
! wB97M-V def2-TZVPD RIJCOSX def2/J DEFGRID3
* xyz 1 1
C 0.97835 -0.63172 -1.43187
C 0.51847 -0.01736 -0.13134
C 0.92351 -0.76830 1.09910
C 0.60369 1.50162 0.05889
C -0.92573 1.55211 0.37453
N -1.05218 0.18643 -0.21894
C -2.08117 -0.81128 0.19054
I -4.14290 -0.02527 -0.04524
H 0.46442 -1.67520 -1.40017
H 2.03192 -0.97084 -1.47556
H 0.77293 -0.10506 -2.31493
H 1.25257 -1.73493 0.81767
H 0.20718 -0.85692 1.80954
H 1.77466 -0.31239 1.46052
H 0.61580 2.11299 -0.86660
H 1.14235 2.02128 0.77576
H -0.96539 1.44141 1.42846
H -1.58106 2.29070 -0.15818
H -1.14024 0.42396 -1.16612
H -2.16022 -1.64856 -0.41502
H -1.96319 -1.17213 1.15655
*
```


Computed ΔE to the lowest compared entry with this formula, charge and spin, in the same sequence as the records: 0.0 12.8 27.6 kcal/mol.